Record 1
The following is a DFT calculation (wB97M-V/def2-TZVPD) of a molecular structure, C52H64BIMnN11OP2Se.

Values from the calculation:
Frontier orbital gap (alpha / beta) (eV): 4.986 / 7.051
LUMO level (alpha / beta) (eV): -3.10 / -2.88
Expectation value of S²: 9.233

ORCA input file:
```
! RIJCOSX wB97M-V def2-TZVPD def2/J DEFGRID3
* xyz 1 6
Mn 0.505 -0.833 -0.660
C -1.202 2.489 3.638
C -0.762 3.699 2.799
C 0.257 4.493 3.624
C -1.981 4.584 2.537
P 0.096 2.956 1.299
C -1.318 2.438 0.208
N -1.881 1.147 0.571
B -1.296 -0.163 0.599
N -2.299 -1.071 1.059
C -2.265 -2.484 1.417
P -0.627 -3.029 2.101
C -0.823 -2.586 3.928
C 0.543 -2.730 4.610
C -1.872 -3.369 4.717
C -1.193 -1.099 3.972
C -0.789 -4.894 1.873
C 0.278 -5.601 2.713
C -0.460 -5.150 0.396
C -2.162 -5.506 2.169
C -3.472 -0.333 1.251
C -4.731 -0.751 1.656
C -5.739 0.199 1.756
C -5.497 1.533 1.449
C -4.238 1.955 1.038
C -3.224 1.013 0.947
C 0.941 4.271 0.257
C 0.169 5.577 0.079
C 1.197 3.641 -1.120
C 2.321 4.548 0.872
H -1.640 2.847 4.574
H -1.955 1.883 3.133
H -0.356 1.848 3.888
H -0.175 4.711 4.604
H 1.179 3.930 3.786
H 0.506 5.446 3.159
H -2.441 4.836 3.497
H -1.719 5.519 2.045
H -2.747 4.085 1.946
H -2.106 3.186 0.231
H -0.952 2.407 -0.817
H -3.045 -2.665 2.158
H -2.496 -3.106 0.550
H 0.913 -3.753 4.608
H 1.289 -2.105 4.119
H 0.462 -2.408 5.653
H -1.575 -4.404 4.874
H -1.991 -2.911 5.703
H -2.852 -3.360 4.235
H -0.521 -0.504 3.348
H -2.217 -0.910 3.647
H -1.102 -0.741 5.002
H 1.270 -5.170 2.550
H 0.055 -5.567 3.778
H 0.321 -6.654 2.421
H 0.521 -4.749 0.132
H -0.444 -6.228 0.211
H -1.208 -4.718 -0.270
H -2.420 -5.468 3.224
H -2.962 -5.029 1.601
H -2.145 -6.559 1.873
H -4.936 -1.790 1.875
H -6.729 -0.108 2.067
H -6.299 2.255 1.523
H -4.077 2.995 0.791
H -0.854 5.406 -0.262
H 0.133 6.153 1.003
H 0.671 6.195 -0.671
H 0.307 3.632 -1.751
H 1.958 4.227 -1.643
H 1.570 2.618 -1.027
H 2.266 4.952 1.879
H 2.924 3.638 0.903
H 2.848 5.277 0.252
C 3.890 6.841 -11.881
O 2.617 6.695 -11.270
C 2.524 5.908 -10.180
C 1.249 5.789 -9.620
C 1.051 5.008 -8.506
C 2.118 4.323 -7.916
C 3.380 4.444 -8.482
C 3.595 5.229 -9.606
C 1.865 3.501 -6.734
N 0.676 3.207 -6.256
C 0.911 2.429 -5.157
C 2.259 2.247 -4.956
N 2.863 2.939 -5.978
C 2.794 1.471 -3.885
C 4.155 1.244 -3.636
C 4.521 0.470 -2.564
C 3.523 -0.067 -1.747
N 2.238 0.138 -1.960
C 1.861 0.886 -3.010
C 0.431 1.069 -3.207
N -0.399 0.480 -2.320
C -1.703 0.588 -2.508
C -2.267 1.315 -3.559
C -1.436 1.949 -4.448
C -0.050 1.827 -4.282
H 3.741 7.503 -12.728
H 4.269 5.879 -12.235
H 4.609 7.289 -11.193
H 0.431 6.324 -10.083
H 0.066 4.913 -8.071
H 4.231 3.913 -8.069
H 4.588 5.297 -10.023
H 3.848 3.049 -6.136
H 4.910 1.669 -4.286
H 5.560 0.266 -2.347
H 3.782 -0.684 -0.896
H -2.338 0.091 -1.787
H -3.342 1.367 -3.653
H -1.816 2.531 -5.277
I 4.610 -2.554 3.572
C 3.302 -1.362 2.524
C 2.838 -0.109 2.872
N 1.969 0.261 1.925
N 1.854 -0.666 0.968
C 2.649 -1.673 1.331
H 3.057 0.520 3.719
H 1.449 1.145 1.826
H 2.692 -2.570 0.739
Se 2.649 -3.874 -2.287
N 1.348 -4.764 -3.149
C 0.189 -4.185 -2.835
C -1.098 -4.535 -3.273
C -2.181 -3.784 -2.812
C -1.997 -2.712 -1.957
N -0.778 -2.344 -1.510
C 0.278 -3.067 -1.928
N 1.484 -2.721 -1.484
H -1.232 -5.371 -3.945
H -3.186 -4.033 -3.124
H -2.838 -2.129 -1.602
*
```

Record 2
The following is a DFT calculation (wB97M-V/def2-TZVPD) of a molecular structure, C52H69BrCl3GeNNiO2P2SeSi.

Values from the calculation:
Relative energy (zero: lowest compared OMol25 entry of this formula, charge and spin) (kJ/mol): 0.0
Frontier orbital gap (alpha / beta) (eV): 7.242 / 5.370
LUMO level (alpha / beta) (eV): 2.21 / 0.34
Expectation value of S²: 0.767

ORCA input file:
```
! RIJCOSX wB97M-V def2-TZVPD def2/J DEFGRID3
* xyz -1 2
Ni 0.303 -0.248 -0.248
C -2.288 -1.417 2.073
Si -1.099 -1.709 0.635
C 0.012 -3.108 1.274
C -0.374 -4.438 1.447
C 0.498 -5.363 1.995
C 1.766 -4.963 2.405
C 2.157 -3.643 2.259
C 1.285 -2.715 1.689
P 1.675 -0.951 1.338
C 3.525 -1.020 1.179
C 4.007 -1.958 0.050
C 4.611 -1.182 -1.114
C 5.849 -0.400 -0.673
C 5.669 0.202 0.731
C 4.191 0.362 1.070
C 1.523 -0.033 2.957
C 1.002 -0.834 4.150
C 1.223 -0.038 5.450
C 1.161 1.481 5.226
C 0.195 1.813 4.098
C 0.690 1.242 2.762
C -2.221 -2.342 -0.762
C -3.505 -2.853 -0.567
C -4.304 -3.208 -1.642
C -3.832 -3.044 -2.937
C -2.556 -2.549 -3.151
C -1.747 -2.209 -2.072
P -0.029 -1.580 -2.172
C 0.018 -0.775 -3.840
C 1.418 -0.309 -4.306
C 1.349 0.961 -5.167
C 0.086 0.974 -6.018
C -1.156 1.065 -5.118
C -0.895 0.456 -3.739
C 0.983 -3.171 -2.129
C 2.221 -3.183 -3.034
C 1.934 -3.652 -4.460
C 1.244 -5.009 -4.474
C -0.050 -4.935 -3.674
C 0.225 -4.500 -2.241
H -2.635 -2.408 2.384
H -3.147 -0.809 1.806
H -1.813 -0.945 2.931
H -1.361 -4.757 1.124
H 0.198 -6.400 2.098
H 2.450 -5.684 2.834
H 3.148 -3.347 2.579
H 3.843 -1.442 2.142
H 3.191 -2.596 -0.299
H 4.761 -2.641 0.457
H 3.861 -0.497 -1.509
H 4.869 -1.867 -1.927
H 6.047 0.396 -1.391
H 6.720 -1.063 -0.679
H 6.162 1.174 0.788
H 6.139 -0.443 1.483
H 3.716 0.955 0.292
H 4.079 0.919 2.002
H 2.550 0.257 3.200
H 1.487 -1.810 4.225
H -0.062 -1.039 4.007
H 2.191 -0.306 5.882
H 0.466 -0.335 6.182
H 2.153 1.862 4.964
H 0.874 1.984 6.152
H 0.045 2.890 4.005
H -0.787 1.394 4.336
H 1.278 1.987 2.218
H -0.161 1.028 2.105
H -3.903 -2.950 0.435
H -5.304 -3.587 -1.472
H -4.462 -3.293 -3.782
H -2.207 -2.413 -4.167
H -0.391 -1.466 -4.588
H 1.900 -1.102 -4.880
H 2.054 -0.108 -3.442
H 2.241 1.013 -5.796
H 1.378 1.848 -4.527
H 0.054 0.056 -6.617
H 0.099 1.804 -6.728
H -2.006 0.565 -5.592
H -1.445 2.111 -4.986
H -1.841 0.228 -3.243
H -0.390 1.177 -3.092
H 1.348 -3.118 -1.100
H 2.944 -3.880 -2.589
H 2.709 -2.208 -3.035
H 2.869 -3.686 -5.025
H 1.287 -2.935 -4.970
H 1.904 -5.763 -4.030
H 1.047 -5.326 -5.502
H -0.566 -5.899 -3.677
H -0.725 -4.221 -4.154
H 0.849 -5.265 -1.762
H -0.701 -4.465 -1.668
C -2.928 6.374 6.445
C -2.969 5.334 5.363
C -2.674 5.655 4.047
C -2.717 4.707 3.030
C -2.376 5.117 1.630
C -3.062 3.379 3.359
Se -3.040 2.061 2.032
C -3.365 3.038 4.696
C -3.742 1.637 5.083
C -3.316 4.020 5.668
H -2.522 7.315 6.076
H -2.314 6.043 7.283
H -3.930 6.570 6.833
H -2.398 6.673 3.798
H -2.183 6.189 1.591
H -3.192 4.881 0.944
H -1.501 4.587 1.250
H -2.930 0.937 4.878
H -4.599 1.280 4.512
H -3.984 1.591 6.145
H -3.551 3.759 6.695
Br -2.442 5.643 -4.731
C -2.808 4.285 -3.457
C -4.051 3.676 -3.457
N -4.366 2.701 -2.610
C -3.430 2.306 -1.753
C -2.163 2.873 -1.673
C -1.842 3.901 -2.545
C -1.138 2.355 -0.684
O -0.357 3.157 -0.164
O -1.208 1.100 -0.513
H -4.811 3.983 -4.167
H -3.686 1.485 -1.093
H -0.863 4.364 -2.510
Cl 4.609 3.148 -1.139
Ge 2.388 3.499 -0.580
Cl 1.862 4.381 -2.609
Cl 1.833 1.206 -1.326
*
```

Record 3
The following is a DFT calculation (wB97M-V/def2-TZVPD) of 7 unconnected molecules or ions with the total composition C52H71ClFN13OP3S3.

Values from the calculation:
Frontier orbital gap (eV): 8.133
LUMO level (eV): -2.81

ORCA input file:
```
! RIJCOSX wB97M-V def2-TZVPD def2/J DEFGRID3
* xyz 1 1
C 1.372 -2.837 4.056
C 1.399 -2.884 2.529
N 1.672 -1.616 1.831
C 2.878 -1.037 2.004
N 3.992 -1.412 1.446
F 5.098 -0.625 1.700
P 4.080 -2.825 0.380
C 4.498 -2.257 -1.315
C 5.924 -2.589 -1.779
C 5.343 -3.961 1.073
C 4.661 -5.290 1.493
N 2.753 0.088 2.802
P 3.820 0.252 4.163
N 4.645 -1.058 4.360
C 1.364 0.492 2.829
Cl 0.528 0.579 4.417
P 1.395 2.329 2.287
S 2.863 2.769 1.097
C 0.682 -0.504 1.813
C -0.737 -0.903 2.145
C -1.408 -1.831 1.106
C -2.155 -2.978 1.819
C -2.401 -4.176 0.912
N -3.048 -3.861 -0.370
C -4.265 -3.200 -0.263
C -4.650 -2.363 -1.474
O -5.005 -3.299 0.702
C 0.784 -0.013 0.351
C -0.217 1.078 -0.082
C -0.990 0.730 -1.366
S -1.259 2.166 -2.411
C -0.064 2.089 -3.668
S 0.086 3.247 -4.755
N 0.759 0.917 -3.623
C 0.485 -0.241 -4.286
C 1.493 -1.077 -3.914
N 2.349 -0.456 -3.070
C 1.889 0.756 -2.896
H 2.179 -2.250 4.487
H 0.419 -2.531 4.474
H 1.528 -3.854 4.408
H 2.206 -3.554 2.255
H 0.492 -3.356 2.173
H 3.786 -2.759 -1.963
H 4.276 -1.198 -1.415
H 6.229 -2.032 -2.655
H 6.608 -2.397 -0.957
H 6.003 -3.651 -1.996
H 6.137 -4.187 0.372
H 5.767 -3.526 1.975
H 5.320 -6.111 1.235
H 3.753 -5.452 0.918
H 4.431 -5.304 2.549
H 4.670 1.344 3.919
H 3.038 0.491 5.296
H 5.635 -0.867 4.270
H 1.572 2.996 3.512
H 0.115 2.687 1.835
H -0.804 -1.405 3.101
H -1.357 -0.019 2.246
H -2.163 -1.310 0.529
H -0.676 -2.318 0.465
H -3.083 -2.594 2.230
H -1.587 -3.350 2.672
H -3.069 -4.845 1.447
H -1.492 -4.749 0.757
H -2.402 -3.325 -0.936
H -3.999 -2.634 -2.302
H -4.616 -1.304 -1.253
H -5.641 -2.692 -1.764
H 0.642 -0.869 -0.295
H 1.790 0.350 0.148
H -0.922 1.378 0.686
H 0.363 1.972 -0.310
H -0.473 -0.078 -1.880
H -1.979 0.361 -1.115
H -0.351 -0.422 -4.927
H 1.602 -2.096 -4.234
H 2.272 1.552 -2.284
N -0.626 7.398 -0.417
C -0.233 8.529 -1.002
C 0.204 8.605 -2.316
C 0.237 7.441 -3.067
C -0.166 6.256 -2.475
C -0.588 6.290 -1.154
H -0.272 9.415 -0.378
H 0.509 9.553 -2.739
H 0.572 7.458 -4.096
H -0.160 5.321 -3.020
H -0.918 5.384 -0.655
N -3.072 3.503 -0.150
C -3.176 3.547 1.180
C -3.651 4.643 1.879
C -4.036 5.764 1.157
C -3.933 5.738 -0.223
C -3.449 4.589 -0.828
H -2.861 2.649 1.707
H -3.717 4.622 2.958
H -4.410 6.643 1.665
H -4.220 6.589 -0.825
H -3.356 4.529 -1.904
N 8.938 -0.850 -1.368
C 10.097 -0.711 -2.009
C 10.543 0.487 -2.548
C 9.740 1.606 -2.417
C 8.530 1.483 -1.753
C 8.180 0.241 -1.251
H 10.695 -1.611 -2.092
H 11.496 0.538 -3.057
H 10.052 2.559 -2.823
H 7.872 2.332 -1.628
H 7.241 0.101 -0.722
N -4.783 5.348 -3.565
C -4.604 5.933 -4.749
C -5.550 5.922 -5.762
C -6.748 5.264 -5.535
C -6.951 4.649 -4.310
C -5.941 4.722 -3.364
H -3.651 6.433 -4.884
H -5.352 6.415 -6.703
H -7.512 5.232 -6.301
H -7.871 4.125 -4.092
H -6.058 4.257 -2.389
N -8.845 -2.841 -3.836
C -8.860 -2.787 -2.506
C -9.330 -1.700 -1.783
C -9.811 -0.606 -2.483
C -9.803 -0.644 -3.868
C -9.312 -1.781 -4.492
H -8.473 -3.665 -2.000
H -9.319 -1.714 -0.702
H -10.187 0.262 -1.958
H -10.170 0.189 -4.453
H -9.291 -1.855 -5.574
N 1.613 -5.105 6.792
C 2.674 -5.870 6.538
C 2.862 -7.131 7.081
C 1.896 -7.627 7.941
C 0.786 -6.846 8.219
C 0.693 -5.600 7.620
H 3.408 -5.442 5.863
H 3.744 -7.708 6.837
H 2.006 -8.606 8.387
H 0.010 -7.195 8.885
H -0.160 -4.957 7.808
*
```